# 1
6 unconnected molecules or ions with the total composition C28H49BO13S, computed with wB97M-V/def2-TZVPD.

Each atom is followed by the atoms it is bonded to, with distances in Å.
Element x y z (Å)
1 C 1.69219 -2.27354 3.31837  B2 1.555, H14 1.096, H15 1.100, H16 1.091
2 B 1.76850 -0.73304 3.12014  C1 1.555, O3 1.331, S10 1.924
3 O 0.81508 0.10233 2.71538  B2 1.331, C4 1.433
4 C -0.56939 -0.25399 2.61367  O3 1.433, C5 1.522, H17 1.096, H18 1.098
5 C -1.43822 0.98728 2.75792  C4 1.522, C6 1.530, C7 1.561, H19 1.099
6 C -1.06758 1.76423 4.02224  C5 1.530, H20 1.093, H21 1.094, H22 1.093
7 C -2.92585 0.52673 2.65050  C5 1.561, C8 1.532, C9 1.531, H23 1.098
8 C -3.74241 0.66338 3.93918  C7 1.532, H24 1.095, H25 1.091, H26 1.092
9 C -3.64744 1.25391 1.51298  C7 1.531, H27 1.095, H28 1.092, H29 1.097
10 S 3.39125 0.21235 3.53993  B2 1.924, C11 1.786, O12 1.455, O13 1.455
11 C 4.19455 0.49784 1.97106  S10 1.786, H30 1.095, H31 1.089, H32 1.090
12 O 4.25579 -0.67320 4.30420  S10 1.455
13 O 3.03005 1.51700 4.07232  S10 1.455
14 H 1.08215 -2.74287 2.53826  C1 1.096
15 H 1.19459 -2.48958 4.27532  C1 1.100
16 H 2.67669 -2.74142 3.36487  C1 1.091
17 H -0.73553 -0.74408 1.64722  C4 1.096
18 H -0.81419 -0.97288 3.40616  C4 1.098
19 H -1.22275 1.64615 1.90573  C5 1.099
20 H -1.38523 1.24880 4.93211  C6 1.093
21 H 0.01737 1.89486 4.07371  C6 1.094
22 H -1.51690 2.76109 4.02208  C6 1.093
23 H -2.93364 -0.54110 2.39521  C7 1.098
24 H -3.92860 1.71905 4.16205  C8 1.095
25 H -4.69416 0.14706 3.80864  C8 1.091
26 H -3.24560 0.18948 4.78829  C8 1.092
27 H -4.55483 0.72128 1.21109  C9 1.095
28 H -3.00883 1.34927 0.63177  C9 1.092
29 H -3.94471 2.26578 1.81577  C9 1.097
30 H 3.72006 -0.11000 1.19345  C11 1.095
31 H 4.07377 1.55035 1.71767  C11 1.089
32 H 5.24926 0.23870 2.06887  C11 1.090
33 O 2.26063 1.20385 -1.03200  C34 1.200
34 C 2.80643 2.26660 -1.14555  O33 1.200, C35 1.516, O38 1.349
35 C 2.22517 3.59370 -1.59068  C34 1.516, C36 1.527, H39 1.093, H40 1.087
36 C 3.46541 4.41003 -1.94518  C35 1.527, C37 1.525, H41 1.087, H42 1.090
37 C 4.51554 3.79603 -1.02501  C36 1.525, O38 1.441, H43 1.092, H44 1.086
38 O 4.12064 2.41776 -0.88119  C34 1.349, C37 1.441
39 H 1.67213 4.01198 -0.74623  C35 1.093
40 H 1.53527 3.44394 -2.41728  C35 1.087
41 H 3.35364 5.48152 -1.79730  C36 1.087
42 H 3.73606 4.23288 -2.98649  C36 1.090
43 H 4.51429 4.25212 -0.03285  C37 1.092
44 H 5.52579 3.81038 -1.42438  C37 1.086
45 O 2.85744 -4.21044 -2.86165  C46 1.197
46 C 3.19172 -3.18617 -2.34052  O45 1.197, C47 1.515, O50 1.356
47 C 3.51080 -1.85700 -2.99356  C46 1.515, C48 1.525, H51 1.091, H52 1.086
48 C 4.23257 -1.08834 -1.89145  C47 1.525, C49 1.524, H53 1.087, H54 1.091
49 C 3.61478 -1.70377 -0.64099  C48 1.524, O50 1.440, H55 1.093, H56 1.088
50 O 3.30776 -3.06497 -0.99542  C46 1.356, C49 1.440
51 H 2.56591 -1.38354 -3.26525  C47 1.091
52 H 4.09435 -2.00711 -3.89763  C47 1.086
53 H 4.09711 -0.01054 -1.93161  C48 1.087
54 H 5.30148 -1.30587 -1.92512  C48 1.091
55 H 2.68431 -1.19893 -0.36810  C49 1.093
56 H 4.28030 -1.72993 0.21931  C49 1.088
57 O 2.39213 1.80452 -5.97936  C58 1.199
58 C 1.96550 0.71395 -6.23711  O57 1.199, C59 1.514, O62 1.351
59 C 0.97644 0.30797 -7.30901  C58 1.514, C60 1.526, H63 1.092, H64 1.087
60 C 0.52626 -1.07718 -6.85393  C59 1.526, C61 1.524, H65 1.088, H66 1.088
61 C 1.74013 -1.56795 -6.07326  C60 1.524, O62 1.446, H67 1.092, H68 1.088
62 O 2.32933 -0.37017 -5.51739  C58 1.351, C61 1.446
63 H 1.50668 0.28823 -8.26393  C59 1.092
64 H 0.17643 1.04138 -7.36595  C59 1.087
65 H 0.23716 -1.74626 -7.66122  C60 1.088
66 H -0.31663 -0.97359 -6.17414  C60 1.088
67 H 2.48829 -2.05131 -6.70504  C61 1.092
68 H 1.49598 -2.23368 -5.24842  C61 1.088
69 O -4.54895 -2.44566 3.32785  C70 1.196
70 C -5.34591 -2.63253 4.20032  O69 1.196, C71 1.518, O74 1.354
71 C -6.38053 -3.73777 4.30771  C70 1.518, C72 1.526, H75 1.092, H76 1.087
72 C -7.33487 -3.21447 5.37679  C71 1.526, C73 1.525, H77 1.088, H78 1.091
73 C -6.40723 -2.33991 6.21441  C72 1.525, O74 1.439, H79 1.092, H80 1.087
74 O -5.42734 -1.83401 5.29054  C70 1.354, C73 1.439
75 H -5.86318 -4.64762 4.61880  C71 1.092
76 H -6.83705 -3.91266 3.33736  C71 1.087
77 H -7.82315 -3.98890 5.96375  C72 1.088
78 H -8.10692 -2.59798 4.91481  C72 1.091
79 H -5.88423 -2.91220 6.98356  C73 1.092
80 H -6.89613 -1.48682 6.67777  C73 1.087
81 O -2.92728 -0.07201 -4.62784  C82 1.195
82 C -2.06250 0.40307 -3.95330  O81 1.195, C83 1.515, O86 1.356
83 C -2.12505 0.90464 -2.52517  C82 1.515, C84 1.526, H87 1.092, H88 1.087
84 C -0.85055 1.73326 -2.38859  C83 1.526, C85 1.526, H89 1.088, H90 1.092
85 C 0.07864 1.04527 -3.38434  C84 1.526, O86 1.441, H91 1.091, H92 1.088
86 O -0.79543 0.54497 -4.41482  C82 1.356, C85 1.441
87 H -2.12322 0.03037 -1.87079  C83 1.092
88 H -3.04977 1.45259 -2.36411  C83 1.087
89 H -0.42883 1.75456 -1.38585  C84 1.088
90 H -1.04397 2.75954 -2.70781  C84 1.092
91 H 0.60111 0.20058 -2.93218  C85 1.091
92 H 0.80973 1.70236 -3.85013  C85 1.088

Results of the Mulliken charge analysis, in e, for atoms 1 through 2: -1.042, 0.289

# 2
C3H9NS in the gas phase at a distorted geometry, computed with wB97M-V/def2-TZVPD.

## Properties
- Relative energy (zero: lowest compared OMol25 entry of this formula, charge and spin): 155.3 kcal per mole

Each atom is followed by the atoms it is bonded to, with distances in Å.
Element x y z (Å)
1 C 1.01906 -0.89962 1.18906  S2 1.734, H6 1.099, H7 1.160
2 S -0.24529 -0.12098 0.29371  C1 1.734, C3 1.849, C4 1.916, N5 1.932
3 C 0.00473 -0.84722 -1.38779  S2 1.849, H8 1.007, H9 1.023, H10 1.005
4 C 0.41481 1.64337 -0.05667  S2 1.916, H11 1.086, H12 1.111, H13 1.045
5 N -2.17304 0.00306 0.32391  S2 1.932, H14 0.998
6 H 1.60310 -0.12414 1.70395  C1 1.099
7 H 0.52286 -1.61407 1.95637  C1 1.160
8 H 0.91873 -0.54548 -1.68543  C3 1.007
9 H -0.23903 -1.83961 -1.33227  C3 1.023
10 H -0.71994 -0.52889 -2.00712  C3 1.005
11 H 0.12610 2.21396 0.82143  C4 1.086
12 H 1.49816 1.45277 0.09678  C4 1.111
13 H -0.12758 1.76945 -0.94095  C4 1.045
14 H -2.60267 -0.56258 1.02502  N5 0.998

Results of the Mulliken charge analysis, in e, for atoms 1 through 2: -0.809, 0.483

# 3
C12H11FN2O3 in the gas phase at a distorted geometry, computed with wB97M-V/def2-TZVPD.

## Properties
- Relative energy (zero: lowest compared OMol25 entry of this formula, charge and spin): 0.0 kcal per mole

Each atom is followed by the atoms it is bonded to, with distances in Å.
Element x y z (Å)
1 C 3.61043 0.10187 -0.08420  C2 1.532, H19 1.093, H20 1.092, H21 1.098
2 C 2.24109 -0.58183 -0.00982  C1 1.532, N3 1.505, H22 1.094, H23 1.093
3 N 1.26377 0.01892 -0.98401  C2 1.505, C4 1.437, H24 1.018
4 C -0.04405 -0.01367 -0.38915  N3 1.437, C5 1.381, C13 1.379
5 C -0.70077 1.14649 -0.02725  C4 1.381, C6 1.531, C10 1.376
6 C 0.04026 2.45583 -0.30926  C5 1.531, C7 1.528, H25 1.093, H26 1.087
7 C -1.01655 3.54812 -0.47158  C6 1.528, O8 1.196, F9 1.355
8 O -1.59677 3.70839 -1.50504  C7 1.196
9 F -1.27763 4.37520 0.56933  C7 1.355
10 C -1.94686 1.13458 0.55522  C5 1.376, C11 1.378, H27 1.085
11 C -2.61749 -0.04923 0.77118  C10 1.378, C12 1.360, H28 1.084
12 C -1.97540 -1.19541 0.41969  C11 1.360, C13 1.386, C17 1.523
13 C -0.70592 -1.19672 -0.13569  C4 1.379, C12 1.386, C14 1.508
14 C -0.31413 -2.63013 -0.39011  C13 1.508, O15 1.202, N16 1.450
15 O 0.52488 -3.09199 -1.11637  C14 1.202
16 N -1.21878 -3.44743 0.39415  C14 1.450, C17 1.424, H29 1.015
17 C -2.39219 -2.65448 0.54565  C12 1.523, N16 1.424, O18 1.200
18 O -3.53127 -3.00085 0.69862  C17 1.200
19 H 4.22646 -0.31017 -0.88711  C1 1.093
20 H 3.52077 1.18776 -0.15071  C1 1.092
21 H 4.15158 -0.10479 0.84822  C1 1.098
22 H 1.82412 -0.43308 0.99084  C2 1.094
23 H 2.35296 -1.65527 -0.18335  C2 1.093
24 H 1.20633 -0.66383 -1.73712  N3 1.018
25 H 0.73411 2.70044 0.49868  C6 1.093
26 H 0.52720 2.40456 -1.27994  C6 1.087
27 H -2.44063 2.05097 0.86216  C10 1.085
28 H -3.60878 -0.11643 1.20341  C11 1.084
29 H -0.83676 -3.68781 1.30354  N16 1.015

Results of the Mulliken charge analysis, in e, for atoms 1 through 2: -1.243, -0.216

We obtain HOMO level values of -9.4721 -7.9401 -10.0230 eV for the records listed above, in that order.